1.
Entry from OMol25: a structure of composition C10H20N3O9P at a distorted geometry (ωB97M-V/def2-TZVPD).

Output
largest force on an atom = 5.0 eV Å⁻¹
highest occupied orbital energy = -9.807 eV
total charge = 0

XYZ file:
```
43
Properties=species:S:1:pos:R:3:nbo_charge:R:1
O 1.756 -0.158 5.543 -0.636
O 0.346 -2.189 1.325 -0.649
O -2.422 0.469 -3.968 -0.535
O 3.045 -0.140 -2.633 -0.590
O -4.092 2.962 -4.444 -1.127
O 3.425 -0.974 -0.564 -0.677
O -2.624 4.778 -3.901 -0.961
O -1.847 2.921 -5.497 -0.953
O -2.087 2.470 -2.904 -0.763
C 2.154 -1.015 4.767 0.670
C -0.314 -1.386 1.981 0.670
C -1.965 1.152 -3.063 0.791
C 2.629 -0.447 -1.527 0.793
N -1.591 -1.094 1.706 -0.613
N 1.537 -1.300 3.623 -0.611
N 0.958 0.534 0.079 -0.840
C 3.395 -1.817 5.085 -0.705
C -2.391 -1.739 0.664 -0.421
C 0.306 -0.655 3.172 -0.313
C -1.199 0.419 -1.973 -0.495
C 1.130 -0.252 -1.167 -0.149
C 0.314 0.459 -2.258 -0.391
P -2.669 3.232 -4.189 2.516
H 4.304 -1.016 -0.970 0.501
H -3.382 4.852 -3.310 0.514
H -2.461 3.251 -6.162 0.523
H -2.063 -0.445 2.319 0.400
H 1.919 -2.024 3.032 0.420
H -0.003 0.485 0.406 0.358
H 1.606 0.191 0.794 0.376
H 4.166 -1.595 4.349 0.227
H 3.747 -1.543 6.079 0.245
H 3.156 -2.879 5.064 0.223
H -3.041 -1.007 0.181 0.208
H -1.746 -2.197 -0.089 0.233
H -3.010 -2.521 1.107 0.207
H -0.412 -0.650 3.993 0.226
H 0.514 0.378 2.893 0.223
H -1.426 0.896 -1.018 0.208
H -1.544 -0.617 -1.933 0.233
H 0.728 -1.261 -1.030 0.208
H 0.653 1.498 -2.341 0.225
H 0.500 -0.026 -3.224 0.234
```



2.
Entry from OMol25: the molecule C10H20N4O4 at a distorted geometry (ωB97M-V/def2-TZVPD).

Output
energy relative to the best compared isomer or geometry (same formula, charge and spin) = 79.6 kcal/mol
SMILES = NCCCC[C@H](N)C(=O)N[C@@H](CC(N)=O)C(=O)O
largest force on an atom = 5.4 eV Å⁻¹
highest occupied orbital energy = -9.300 eV
total charge = 0

XYZ file:
```
38
Properties=species:S:1:pos:R:3:nbo_charge:R:1
C 0.590 -1.391 -0.225 -0.150
C 1.208 -0.098 -0.606 0.675
C -0.103 -1.297 1.278 -0.382
C -1.159 -2.298 1.664 -0.436
C -1.468 -2.162 3.162 -0.435
C -2.311 -3.415 3.674 -0.209
C 1.221 2.042 -1.865 -0.163
C 1.627 3.011 -0.834 0.764
C 0.175 2.673 -2.824 -0.507
C 0.876 3.569 -3.959 0.702
H 2.522 -1.788 0.182 0.385
H 1.888 -2.787 -1.079 0.365
H -0.212 -1.863 -0.985 0.229
H 0.734 -1.445 1.988 0.215
H -0.370 -0.167 1.553 0.201
H -2.054 -1.968 0.908 0.193
H -0.885 -3.386 1.385 0.230
H -0.542 -2.023 3.830 0.209
H -1.960 -1.202 3.520 0.207
H -1.696 -4.309 3.459 0.182
H -2.282 -3.347 4.787 0.192
H -4.210 -2.709 3.202 0.360
H -3.300 -3.623 2.009 0.359
H -0.652 1.217 -0.845 0.444
H 2.107 1.772 -2.424 0.271
H -0.218 1.895 -3.421 0.231
H -0.679 3.068 -2.392 0.221
H 1.320 5.527 -4.279 0.401
H 0.611 5.113 -2.659 0.433
H 2.357 1.516 -0.078 0.497
N 1.667 -2.404 -0.113 -0.832
N -3.550 -3.545 3.027 -0.831
N 0.481 0.961 -1.056 -0.632
N 0.727 4.935 -3.635 -0.841
O 2.425 0.077 -0.600 -0.646
O 1.294 4.223 -0.940 -0.640
O 1.395 3.049 -4.952 -0.607
O 2.428 2.581 0.145 -0.657
```



Number 1: energy -42885.221 eV. Number 2: energy -24843.030 eV.